Record 1
# C21H39Cl3DyN7O3Si

A molecular structure, C21H39Cl3DyN7O3Si at a distorted geometry (wB97M-V/def2-TZVPD, OMol25).

Geometry as ORCA input:
```
! wB97M-V def2-TZVPD RIJCOSX def2/J DEFGRID3
* xyz 0 6
C -1.24155 0.87059 -4.89354
C -0.16371 0.62280 -3.85948
H -0.90856 0.54269 -5.89244
H -1.48728 1.94206 -4.94055
H -2.16223 0.34527 -4.62984
C 1.11620 1.02666 -4.12999
C 1.54418 1.77964 -5.31986
H 1.94070 0.66814 -3.51391
H 1.15326 2.80843 -5.31370
H 1.26663 1.31133 -6.28032
H 2.63989 1.84562 -5.32900
Dy -0.74803 0.39232 2.70515
Cl -2.29465 -1.67889 2.38851
Cl -1.94101 2.56535 3.22768
C 1.02985 -2.15284 2.24241
O 1.08391 -0.97570 2.70144
N 2.09807 -2.93601 2.18214
C 3.40668 -2.45892 2.62472
C 1.98327 -4.32846 1.77445
H 0.08130 -2.57006 1.87681
H 3.30650 -1.45902 3.04860
H 4.09957 -2.43039 1.77445
H 3.80195 -3.15127 3.37579
H 0.97019 -4.48629 1.38776
H 2.15337 -4.98646 2.63907
H 2.72074 -4.55183 0.99338
H 0.20783 3.17916 -0.81903
H 3.16431 2.27131 -1.65097
C 0.95808 3.60482 -0.13493
C 3.26312 2.77858 -0.67856
N 2.03893 2.64528 0.10650
H 0.47125 3.87485 0.80695
C 1.92720 1.74110 1.09185
O 0.99531 1.76112 1.91561
H 4.09668 2.32022 -0.13005
H 2.73278 0.97635 1.10861
H 1.40468 4.48379 -0.60638
H 3.46156 3.84340 -0.84948
O -0.83641 0.87616 -2.27087
C -0.45813 -0.36397 -2.73566
C 1.71969 -0.31575 -1.47414
C 0.67788 -1.05750 -2.03530
H 1.59242 0.76849 -1.42879
C 2.91887 -0.93619 -1.13993
H -1.31673 -1.03157 -2.94070
C 0.75533 -2.45718 -1.98998
H 3.80482 -0.32706 -0.93260
C 3.00024 -2.33469 -1.09307
C 1.89351 -3.08813 -1.49064
H -0.09747 -3.03087 -2.36770
H 3.91557 -2.82257 -0.73596
H 1.92318 -4.17715 -1.42906
Si -2.89453 1.43523 -0.78818
Cl -0.91230 0.29448 0.26552
C -2.90454 3.17614 -0.06977
C -4.24322 0.54062 0.22594
C -3.30885 1.30874 -2.56612
H -2.01121 3.42874 0.50860
H -3.74952 3.26380 0.63166
H -3.05351 3.91826 -0.86488
H -2.76145 2.08590 -3.11948
H -4.38858 1.47086 -2.71606
H -3.06101 0.30382 -2.92727
H -3.87926 0.06892 1.14913
H -4.71093 -0.25634 -0.36797
H -5.02558 1.26114 0.51272
N -2.70828 -3.24173 6.23894
N -2.38724 -1.89952 6.12034
N -3.35195 -0.95414 6.25718
C -2.81027 0.04667 5.56620
N -1.63563 -0.27353 4.98607
N -1.38775 -1.56083 5.31055
H -1.86421 -3.78766 6.22293
H -3.31465 -3.37479 7.03534
H -3.29921 1.00843 5.45312
*
```

Orbital gap (spin up / spin down): 0.1897 / 0.1897 hartree
LUMO (spin up / spin down): 0.005 / 0.005 Ha

***

Record 2
# C21H39F2N2O7P2

2 unconnected molecules or ions with the total composition C21H39F2N2O7P2 at a distorted geometry (wB97M-V/def2-TZVPD, OMol25).

Geometry as ORCA input:
```
! wB97M-V def2-TZVPD RIJCOSX def2/J DEFGRID3
* xyz 1 1
C 0.17097 -4.74865 2.84456
C 0.46457 -6.06574 2.12578
O 1.63916 -5.94835 1.33420
C 1.33800 -5.52746 0.02636
C 2.64123 -5.17340 -0.64574
O 3.24821 -4.09186 0.04955
C 3.38038 -2.88374 -0.68603
C 2.02263 -2.20619 -0.69062
C 1.57481 -1.69247 0.55237
C 2.46526 -1.76742 1.77745
C 3.49444 -0.63674 1.77757
F 1.66620 -1.59937 2.89754
N 0.42069 -1.12500 0.75281
N -0.40756 -1.08462 -0.30282
P -2.03603 -0.29643 0.06991
C -2.37616 -1.01135 1.71286
C -2.98996 -2.40663 1.62726
C -1.43917 1.37087 0.53563
C -0.97409 2.21619 -0.64346
C -0.12245 -1.55194 -1.51050
C -1.18380 -1.53384 -2.58025
C -1.30928 -0.21775 -3.35897
F -2.55651 0.32120 -3.25502
C 1.17176 -2.10270 -1.77666
P 1.70338 -2.76154 -3.44339
O 3.23760 -2.22235 -3.57646
O 0.97415 -1.79476 -4.52790
H -0.41669 -4.08708 2.21352
H -0.36530 -4.91072 3.77246
H 1.11740 -4.28627 3.10251
H 0.60637 -6.83593 2.87592
H -0.37885 -6.37996 1.51278
H 0.73350 -4.61310 0.07958
H 0.79620 -6.29732 -0.52604
H 2.48691 -4.96592 -1.70277
H 3.28633 -6.04668 -0.59139
H 4.09396 -2.27033 -0.15175
H 3.75689 -3.10310 -1.67271
H 2.90656 -2.75225 1.87768
H 4.44147 -0.93534 2.21032
H 3.64505 -0.19237 0.79829
H 3.08801 0.14690 2.40819
H -3.09337 -0.31451 2.14578
H -1.50318 -0.97027 2.35805
H -3.23721 -2.72683 2.63377
H -2.28377 -3.13179 1.23487
H -3.90267 -2.36469 1.04455
H -2.27750 1.86500 1.02226
H -0.63897 1.29727 1.26927
H -1.76790 2.38799 -1.36035
H -0.69177 3.19573 -0.26534
H -0.08588 1.81188 -1.11909
H -0.91466 -2.31507 -3.27867
H -2.14016 -1.85332 -2.18813
H -1.07892 -0.40847 -4.40135
H -0.55453 0.48581 -3.00891
H 3.27080 -1.26458 -3.43154
H 1.32676 -0.89448 -4.52686
C -2.48153 9.65774 -1.16246
C -3.04048 8.26681 -0.95798
O -2.01508 7.33428 -0.57254
C -1.65355 7.38510 0.70586
O -2.11525 8.10097 1.55111
O -0.68111 6.48690 0.89557
C -0.14942 6.47953 2.22335
H -1.65220 9.63460 -1.87029
H -3.25389 10.32264 -1.54733
H -2.10733 10.07104 -0.22687
H -3.44392 7.88100 -1.89206
H -3.84299 8.26121 -0.22150
H -0.94094 6.37264 2.96142
H 0.41441 7.39174 2.40864
H 0.51995 5.62565 2.28414
*
```

Orbital gap: 0.2879 hartree
LUMO: -0.165 Ha

***

Record 3
# C21H39F3GaNO

A molecular structure, C21H39F3GaNO (wB97M-V/def2-TZVPD, OMol25).

Geometry as ORCA input:
```
! wB97M-V def2-TZVPD RIJCOSX def2/J DEFGRID3
* xyz 0 1
C 0.45113 2.34635 3.74577
C -0.61292 2.36159 2.62541
C -0.18853 1.60901 1.37355
C 0.17431 0.12124 1.64366
C 1.65299 -0.19347 1.42427
C 1.92473 -1.68831 1.14808
Ga 2.25884 -2.62316 2.93249
C 0.50722 -2.42321 3.96269
C 0.36906 -1.73919 5.17449
C -0.88237 -1.61206 5.78780
C -1.99817 -2.17994 5.18488
C -1.88949 -2.87478 3.98470
C -0.63643 -2.99376 3.38366
C 3.81664 -1.70612 3.93447
F 3.47302 -0.51133 4.53342
F 4.85298 -1.36216 3.11027
F 4.37996 -2.42068 4.93935
H 1.34181 1.81852 3.41526
H 0.08067 1.83282 4.62741
H 0.74733 3.35746 4.01096
H -1.54967 1.97072 3.01899
H -0.82191 3.39907 2.35609
H 0.66095 2.10541 0.90144
H -1.02312 1.64137 0.66488
H -0.14463 -0.09770 2.66038
H -0.44424 -0.48940 0.98091
H 1.98330 0.40640 0.56783
H 2.20148 0.13405 2.30785
H 1.00852 -2.14163 0.75686
H 2.73158 -1.84952 0.43440
H 2.54628 -4.19632 2.76851
H 1.23140 -1.28959 5.64605
H -0.94133 -1.05360 6.71189
H -2.97131 -2.07854 5.65000
H -2.74754 -3.31300 3.49305
H -0.53918 -3.52742 2.44555
C 1.40088 0.13699 -2.71746
C 0.64612 0.31584 -4.01144
N -0.73114 -0.31255 -3.98535
C -0.57441 -1.77915 -3.69299
C -1.34605 -0.24862 -5.36397
C -1.65655 1.12815 -5.92904
C -1.64049 0.22278 -2.89300
C -1.85724 1.71743 -2.76853
O -0.64868 2.37150 -2.46928
C -0.67387 3.76941 -2.72985
H 1.66207 -0.90422 -2.53461
H 2.33485 0.69479 -2.75768
H 0.83618 0.50516 -1.86402
H 1.18002 -0.16276 -4.83499
H 0.53549 1.36464 -4.25953
H 0.12497 -2.20015 -4.41031
H -1.54743 -2.25348 -3.79003
H -0.20554 -1.90875 -2.68125
H -2.25562 -0.84603 -5.32270
H -0.63617 -0.75842 -6.01353
H -2.61921 1.49774 -5.58449
H -1.73510 1.04229 -7.01240
H -0.89051 1.87042 -5.71620
H -1.21818 -0.14116 -1.95804
H -2.60084 -0.26906 -3.04823
H -2.55395 1.85229 -1.93099
H -2.33366 2.14804 -3.65010
H -1.68544 4.17489 -2.66818
H -0.26209 3.97287 -3.72390
H -0.05177 4.26003 -1.98520
*
```

Orbital gap: 0.2196 hartree
LUMO: -0.029 Ha

***

Record 4
# C21H39F6O13

5 unconnected molecules or ions with the total composition C21H39F6O13 at a distorted geometry (wB97M-V/def2-TZVPD, OMol25).

Geometry as ORCA input:
```
! wB97M-V def2-TZVPD RIJCOSX def2/J DEFGRID3
* xyz -1 1
O 3.34376 22.59173 3.21302
C 4.19293 21.61733 3.01777
O 3.86062 20.44462 2.84000
O 5.38372 21.89118 3.17479
H 4.08588 23.14516 3.46710
C 1.68034 19.42008 6.81716
O 0.58563 18.64714 6.39093
C -0.72270 18.97223 6.90312
C -1.49167 20.01980 6.07233
O -1.66715 19.39110 4.80420
C -2.58480 20.04200 3.85190
C -2.65010 19.19584 2.48190
O -1.36794 18.89008 1.93522
C -0.61040 20.05111 1.54658
H 2.49268 19.34505 6.09427
H 2.01138 19.16539 7.82397
H 1.46255 20.48804 6.80632
H -0.66352 19.30914 7.93805
H -1.38011 18.10800 6.99804
H -0.92828 20.90836 5.78745
H -2.50120 20.22611 6.42785
H -2.22464 21.05253 3.65897
H -3.57516 20.16404 4.29051
H -3.23272 19.84892 1.83218
H -3.21022 18.27345 2.63547
H 0.39055 19.89392 1.14471
H -0.38755 20.68187 2.40714
H -1.16531 20.61372 0.79582
C 11.11014 20.13931 4.74373
O 10.72919 20.26395 3.39955
C 11.56185 21.16060 2.67981
C 11.13249 21.33302 1.20371
O 11.10767 20.00622 0.60454
C 10.90953 19.94514 -0.81483
C 11.23540 18.49048 -1.23885
O 10.40246 17.53789 -0.62647
C 10.70657 16.19945 -1.06737
H 10.63555 20.91413 5.34581
H 12.18425 20.15442 4.92850
H 10.80791 19.12039 4.98574
H 12.56490 20.73719 2.62762
H 11.65576 22.12268 3.18348
H 11.81801 22.08362 0.81033
H 10.08055 21.61784 1.18355
H 11.65621 20.51836 -1.36435
H 9.91790 20.25401 -1.14552
H 12.25913 18.20657 -0.99495
H 11.19405 18.42458 -2.32608
H 9.97868 15.54054 -0.59396
H 11.70063 15.85776 -0.77890
H 10.52515 15.99649 -2.12283
C 5.52585 27.29421 -0.93462
C 5.78931 26.80789 0.46571
O 6.68404 27.63318 1.16837
C 8.05243 27.50808 1.01311
O 8.58243 26.61801 0.39705
C 8.90367 28.53177 1.79025
F 9.74868 29.16512 0.89635
F 8.18915 29.50641 2.34508
F 9.55457 27.93363 2.80186
H 4.49618 27.05044 -1.19625
H 6.20781 26.80603 -1.63083
H 5.65413 28.37648 -0.95214
H 6.20356 25.80615 0.35165
H 4.84408 26.69760 0.99720
C 5.16520 25.63825 8.38072
C 5.30016 26.67986 7.27160
O 4.05996 26.88761 6.54532
C 3.17272 27.76373 7.07378
O 3.40749 28.41859 8.10287
C 2.01720 27.99355 6.11784
F 1.70990 26.90693 5.42645
F 0.92803 28.41985 6.80943
F 2.41638 28.96213 5.30301
H 6.13271 25.25171 8.70106
H 4.57046 24.77065 8.09498
H 4.58636 26.02289 9.22041
H 5.92264 26.23441 6.49558
H 5.70932 27.62499 7.62854
*
```

Orbital gap: 0.2145 hartree
LUMO: 0.081 Ha

***

Record 5
# C21H39N5O5S

A single C21H39N5O5S molecule at a distorted geometry (wB97M-V/def2-TZVPD, OMol25).

Geometry as ORCA input:
```
! wB97M-V def2-TZVPD RIJCOSX def2/J DEFGRID3
* xyz 0 1
C 5.31694 2.31924 -2.63901
C 5.37915 2.60079 -1.14432
H 6.37200 2.35261 -0.75657
H 5.14565 3.64596 -0.92979
O 4.39922 1.85359 -0.42551
C 4.73510 0.57436 -0.13263
O 5.78805 0.06575 -0.43822
N 3.77063 -0.05184 0.58279
C 2.44339 0.47523 0.79944
H 2.42672 1.53436 0.54840
C 1.43958 -0.30365 -0.05807
N 1.52136 -1.72990 0.18821
S 0.74302 -2.24584 1.60711
O 1.64387 -3.07281 2.34492
O 0.15660 -1.10560 2.24575
N -0.50287 -3.20559 1.12273
C -1.68857 -2.55313 0.62323
H -1.79778 -1.63168 1.19496
C -1.61065 -2.28681 -0.88715
C -1.34948 -3.61023 -1.60647
C -0.07150 -4.25281 -1.07157
H 0.08802 -5.22351 -1.54287
C -0.16820 -4.43785 0.44354
H 0.77348 -4.78264 0.87058
H -0.94976 -5.16770 0.68032
H 0.77978 -3.61137 -1.30262
H -1.26788 -3.43567 -2.68026
H -2.20368 -4.27042 -1.44578
C -2.92736 -1.65311 -1.34141
O -3.75856 -2.24615 -1.99737
N -3.07551 -0.38325 -0.92217
H -2.39377 0.06870 -0.32788
C -4.29051 0.37442 -1.09705
H -4.76245 0.50711 -0.11761
H -4.95605 -0.22087 -1.72572
C -4.03445 1.74407 -1.73848
H -4.89689 2.38106 -1.53879
H -3.95363 1.63339 -2.82063
C -2.74316 2.41771 -1.24989
N -2.46525 2.19899 0.16113
C -1.11813 2.62490 0.51041
C -0.77308 2.21055 1.93864
C -1.77759 2.81403 2.91449
C -3.18658 2.42939 2.47905
C -3.42083 2.86172 1.03497
H -4.43138 2.59024 0.72828
H -3.32793 3.96101 0.95872
H -3.93047 2.89863 3.12512
H -3.30274 1.34649 2.54783
H -1.58026 2.45577 3.92527
H -1.68161 3.90315 2.91493
H 0.23639 2.55161 2.17412
H -0.78695 1.12272 2.02724
H -0.41379 2.16663 -0.19061
H -1.01616 3.72231 0.41505
H -2.79148 3.49461 -1.49274
H -1.90200 1.99609 -1.80825
H -0.78724 -1.59444 -1.08424
H -2.54456 -3.20356 0.83273
C 2.86914 -2.24297 0.01303
H 2.86730 -3.29062 0.30798
C 3.88527 -1.46819 0.85741
H 4.90333 -1.77945 0.62016
H 3.67435 -1.64737 1.91600
H 3.12313 -2.15974 -1.04902
H 0.42761 0.01525 0.18369
H 1.64023 -0.13373 -1.12171
H 2.17498 0.33923 1.85233
H 5.56815 1.27841 -2.82671
H 6.02999 2.95252 -3.15880
H 4.31831 2.51989 -3.02059
*
```

Orbital gap: 0.3457 hartree
LUMO: 0.020 Ha
SMILES string: CCOC(=O)N1CCN(S(=O)(=O)N2CCC[C@@H](C(=O)NCCCN3CCCCC3)C2)CC1

***

Record 6
# C21H39NO5

A single C21H39NO5 molecule (wB97M-V/def2-TZVPD, OMol25).

Geometry as ORCA input:
```
! wB97M-V def2-TZVPD RIJCOSX def2/J DEFGRID3
* xyz 0 1
C 3.40228 -7.08437 2.10322
C 2.74687 -6.85320 0.74706
C 2.34269 -5.39339 0.55293
C 1.66943 -5.16571 -0.79756
C 1.34036 -3.70027 -1.08948
C 0.31043 -3.08554 -0.13069
C 0.93498 -2.23250 0.97211
C -0.13437 -1.67549 1.90924
C 0.42473 -0.66403 2.91221
C 0.62643 0.73173 2.31789
C -0.69959 1.46709 2.13188
C -0.54258 2.86634 1.52916
H -1.35277 3.50639 1.88036
H 0.40739 3.30393 1.84744
C -0.60571 2.89635 -0.01123
N 0.36461 2.03739 -0.65153
C 0.04337 0.82356 -1.15831
O -1.03055 0.29735 -0.95519
C 1.14828 0.20095 -1.97958
H 2.11064 0.31599 -1.48754
H 1.19035 0.70076 -2.94581
H 0.93789 -0.85245 -2.13642
H 1.19722 2.51664 -0.97139
C -0.31073 4.32618 -0.47623
O 0.67250 4.62307 -1.10533
O -1.24618 5.16770 -0.07041
C -1.10749 6.54204 -0.45231
C -1.74455 6.79367 -1.81000
H -2.79688 6.52196 -1.78478
H -1.65437 7.84534 -2.06612
H -1.24278 6.20027 -2.57073
H -0.04325 6.79646 -0.47389
H -1.61291 7.10719 0.33294
C -2.02577 2.56268 -0.51379
O -2.96807 2.34188 0.18970
O -2.06137 2.68544 -1.84054
C -3.30235 2.36227 -2.47492
C -4.26183 3.54251 -2.45802
H -3.81747 4.39718 -2.96311
H -5.18178 3.26935 -2.96694
H -4.49380 3.81468 -1.43140
H -3.73884 1.50305 -1.95763
H -3.03306 2.08411 -3.49579
H -1.17674 1.56696 3.10884
H -1.36783 0.88540 1.50074
H 1.26129 1.31599 2.99031
H 1.14480 0.64964 1.36297
H 1.37951 -1.03605 3.29292
H -0.25712 -0.58190 3.76172
H -0.91582 -1.20621 1.31121
H -0.59048 -2.50591 2.45332
H 1.47950 -1.40621 0.51154
H 1.65331 -2.81973 1.54715
H -0.37890 -2.44800 -0.68825
H -0.28547 -3.88147 0.32045
H 0.95623 -3.64909 -2.11147
H 2.26236 -3.11453 -1.05848
H 2.33159 -5.53530 -1.58579
H 0.74910 -5.75329 -0.84296
H 3.23177 -4.76190 0.62486
H 1.66102 -5.10770 1.35535
H 3.43996 -7.14584 -0.04544
H 1.86075 -7.48646 0.66004
H 3.68287 -8.12851 2.22174
H 2.71868 -6.81950 2.90715
H 4.29819 -6.47497 2.20264
*
```

Orbital gap: 0.3871 hartree
LUMO: 0.028 Ha
SMILES string: CCCCCCCCCCCCC(NC(C)=O)(C(=O)OCC)C(=O)OCC